{
  "formula": "C10H20Cl2N2RuS",
  "method": "the ωB97M-V functional and the def2-TZVPD basis",
  "homo_energy_ev": [-1.58, -3.84],
  "largest_force_ev_per_a": 6.07,
  "multiplicity": 6,
  "e_above_lowest_kcal_mol": 5.8,
  "total_charge": -1,
  "e_tot_ha": -1915.88322,
  "species": ["Ru", "Cl", "Cl", "C", "H", "H", "C", "C", "H", "C", "H", "C", "H", "H", "C", "H", "H", "C", "H", "H", "H", "H", "C", "N", "C", "S", "N", "C", "H", "H", "H", "H", "H", "H", "H", "H"],
  "positions_angstrom": [[0.71340, -0.05817, -0.19057], [-0.57336, -1.92187, -0.78640], [0.87812, 1.99591, 0.86633], [2.35334, -0.74528, 0.14804], [3.23669, -0.09177, 0.37755], [2.79428, -1.62822, -0.37421], [-0.66454, 1.33886, -1.71084], [0.58967, 0.92227, -2.05196], [-0.76097, 2.26958, -1.15202], [0.80254, -0.19658, -3.05819], [1.45778, 1.51924, -1.77364], [-0.35134, -0.21344, -4.07701], [1.78298, -0.22538, -3.56564], [0.72283, -1.15019, -2.49647], [-1.73966, -0.24978, -3.39499], [-0.23843, 0.69202, -4.68906], [-0.30287, -1.07948, -4.75217], [-1.95310, 0.87153, -2.36174], [-2.55062, -0.25038, -4.13565], [-1.84638, -1.19525, -2.84457], [-2.47390, 1.74188, -2.82306], [-2.68547, 0.56080, -1.58887], [0.72179, 1.35230, 4.68739], [-0.38693, 0.80956, 3.89171], [-0.31417, -0.41276, 3.35670], [-0.73286, -0.70911, 1.71666], [0.02814, -1.48047, 4.12582], [-0.17138, -1.50647, 5.57646], [1.30795, 0.54642, 5.13843], [0.31399, 1.98894, 5.47899], [1.36257, 1.95977, 4.04031], [-0.71133, 1.49559, 3.18178], [-0.02385, -2.36010, 3.62632], [-1.10228, -1.00884, 5.88054], [-0.21660, -2.55990, 5.88788], [0.68266, -1.02730, 6.06507]]
}

---

{
  "formula": "C10H20ClHoRu",
  "method": "the ωB97M-V functional and the def2-TZVPD basis",
  "homo_energy_ev": [-7.63, -7.60],
  "largest_force_ev_per_a": 6.88,
  "multiplicity": 9,
  "e_tot_ha": -1895.77514,
  "species": ["Ho", "Cl", "C", "C", "H", "H", "H", "H", "H", "H", "Ru", "C", "C", "H", "H", "H", "H", "H", "C", "C", "C", "C", "C", "C", "H", "H", "H", "H", "H", "H", "H", "H", "H"],
  "positions_angstrom": [[-1.70782, 2.25769, -2.87829], [-2.73369, 1.11558, -0.88426], [-2.33122, 0.83958, -4.56721], [-2.49361, 4.37229, -2.49667], [-2.41380, 1.56710, -5.42003], [-1.45799, 0.13675, -4.60984], [-3.29443, 0.40590, -4.17331], [-2.54485, 4.76620, -3.54679], [-1.68758, 4.81360, -1.85543], [-3.47710, 4.18183, -1.98362], [-0.44782, 0.85731, -0.74803], [0.26713, 1.50068, 1.07842], [0.49812, 1.86530, -1.95826], [0.98780, 2.29250, 0.86559], [-0.61520, 1.84538, 1.63837], [0.80015, 0.83802, 1.80702], [0.66309, 2.98187, -2.05816], [0.75585, 1.46006, -2.98473], [2.82654, -2.04333, 2.48869], [1.32907, -2.38171, 2.18883], [1.24168, -3.81185, 1.57638], [0.55011, -2.35108, 3.52958], [0.76487, -1.49667, 1.20730], [0.28650, -0.73369, 0.28426], [3.25666, -2.77086, 3.17613], [2.89220, -1.04924, 2.92927], [3.38800, -2.05203, 1.55660], [1.65498, -4.54821, 2.25646], [0.19378, -4.02848, 1.37441], [1.79068, -3.81390, 0.63827], [0.61240, -1.34794, 3.97977], [-0.51100, -2.58343, 3.34509], [0.95652, -3.08522, 4.24420]]
}

---

{
  "formula": "C10H20ClPbRh",
  "method": "the ωB97M-V functional and the def2-TZVPD basis",
  "homo_energy_ev": [1.11, -0.85],
  "largest_force_ev_per_a": 3.76,
  "multiplicity": 5,
  "e_above_lowest_kcal_mol": 30.2,
  "total_charge": -2,
  "e_tot_ha": -1156.26991,
  "species": ["Rh", "Cl", "C", "C", "H", "H", "H", "H", "H", "H", "Pb", "C", "C", "H", "H", "H", "H", "H", "C", "C", "C", "C", "C", "C", "H", "H", "H", "H", "H", "H", "H", "H", "H"],
  "positions_angstrom": [[-3.05198, 0.96806, -1.01253], [-5.07135, 1.47473, -1.59611], [-2.66145, -0.81988, -1.98957], [-2.05913, 2.75361, -0.64570], [-3.06354, -0.64106, -2.99996], [-1.59776, -1.11725, -2.04065], [-3.31347, -1.53701, -1.47197], [-2.45597, 3.38155, -1.45545], [-0.94936, 2.72074, -0.69929], [-2.46437, 3.08503, 0.31378], [-0.21565, 0.33034, -0.38423], [0.94945, 1.76142, 1.36642], [1.16566, 0.50931, -2.35851], [1.43091, 2.59218, 0.85310], [0.25553, 2.08696, 2.14639], [1.73118, 1.15320, 1.84488], [1.09773, 1.62204, -2.55925], [0.47781, 0.01217, -3.14867], [3.75768, -3.25290, 1.20439], [2.32990, -3.65993, 1.64058], [2.02757, -5.00944, 0.96793], [2.28499, -3.83619, 3.16758], [1.28240, -2.64130, 1.26468], [0.38978, -1.84199, 0.99677], [4.50784, -4.00500, 1.49867], [4.03627, -2.29594, 1.64635], [3.80874, -3.12752, 0.11992], [2.72922, -5.79447, 1.26921], [1.01561, -5.32558, 1.21225], [2.07636, -4.88975, -0.12046], [2.50801, -2.87743, 3.65445], [1.27640, -4.10997, 3.48122], [2.98363, -4.59152, 3.54682]]
}